Entry 1:
Density functional theory data (ωB97M-V with the def2-TZVPD basis set) for C4H9IN2 in the gas phase.

Results
HOMO level   -0.3399 Eh
LUMO   -0.0021 hartree
Gap between HOMO and LUMO   0.3379 Ha
DFT total energy   -564.897861 Ha
Energy relative to the best compared isomer or geometry (same formula, charge and spin)   0.9073 eV
Strongest force on any atom   5.5 eV/Å
Spin multiplicity   1

Cartesian coordinates (Å):
1 C 0.19302 -0.89100 1.21831
2 C 0.36442 -1.06668 -1.24854
3 C 0.05839 1.50556 -0.14521
4 C 0.62796 -0.27285 0.01937
5 N -2.16249 1.40789 0.07119
6 N -1.02120 1.37997 0.61686
7 I 2.89762 0.08959 -0.05491
8 H 0.28637 -0.32641 2.07663
9 H -0.84127 -1.02419 0.97906
10 H 0.72666 -1.83357 1.26551
11 H 0.96535 -1.91738 -1.28442
12 H -0.62588 -1.37956 -1.32646
13 H 0.57687 -0.42670 -2.08901
14 H 0.89275 1.98393 0.32935
15 H -0.04812 1.69634 -1.24261
16 H -2.89045 1.07507 0.81486

Results of the natural (NBO) charge analysis, in e, for atoms 1 through 5:
1. C -0.73
2. C -0.70
3. C -0.25
4. C 0.14
5. N -0.35

Entry 2:
Density functional theory data (ωB97M-V with the def2-TZVPD basis set) for a gas-phase ion, C4H9IN2 (charge +2).

Results
HOMO level   -0.6369 Eh
LUMO   -0.3210 hartree
Net charge   +2
Gap between HOMO and LUMO   0.3159 Ha
DFT total energy   -564.239384 Ha
Energy relative to the best compared isomer or geometry (same formula, charge and spin)   0.8651 eV
Strongest force on any atom   4.3 eV/Å
Spin multiplicity   1

Cartesian coordinates (Å):
1 C 0.13592 -0.15366 -0.21989
2 C -0.67248 -1.19651 -0.29406
3 C -0.57029 -0.52579 -1.60275
4 C 1.21644 0.50358 0.64062
5 N -1.37541 -2.22090 0.37242
6 N 1.39754 1.94289 0.40934
7 I 3.30055 -0.28384 -0.05541
8 H -1.28993 0.26153 -2.03538
9 H 0.08205 -1.06533 -2.37011
10 H 1.00788 0.16872 1.60892
11 H -2.23799 -2.54973 -0.08483
12 H -1.53083 -1.92890 1.32998
13 H -0.79380 -3.09101 0.29128
14 H 0.59801 2.45215 0.79626
15 H 2.35156 2.23728 0.89455
16 H 1.40245 2.12292 -0.68807

Results of the natural (NBO) charge analysis, in e, for atoms 1 through 5:
1. C 0.00
2. C 0.09
3. C -0.36
4. C -0.17
5. N -0.69

Entry 3:
Density functional theory data (ωB97M-V with the def2-TZVPD basis set) for 2 unconnected molecules or ions with the total composition C4H9INO.

Results
HOMO level (spin up / spin down)   -0.3602 / -0.5099 Eh
LUMO (spin up / spin down)   -0.1200 / -0.2758 hartree
Net charge   +1
Gap between HOMO and LUMO (spin up / spin down)   0.2402 / 0.2341 Ha
DFT total energy   -584.988345 Ha
Energy relative to the best compared isomer or geometry (same formula, charge and spin)   1.8449 eV
Strongest force on any atom   4.0 eV/Å
Spin multiplicity   3

Cartesian coordinates (Å):
1 C -0.57415 -0.51069 -1.38411
2 C -1.06092 0.92816 -1.15914
3 C 0.82966 0.75072 0.03973
4 C 1.15944 0.69987 2.09389
5 N 0.46131 -0.70291 -0.30442
6 O -0.29124 1.39477 -0.05394
7 I 2.50268 1.41182 -1.20751
8 H -1.35612 -1.10144 -1.03722
9 H -0.27250 -0.71853 -2.45465
10 H -0.84177 1.57083 -2.11124
11 H -2.17966 0.96433 -1.14486
12 H 0.18472 0.65855 2.33703
13 H 1.63701 1.59220 2.39013
14 H 1.73524 -0.19537 2.31726
15 H 0.24808 -1.03173 0.65600
16 H 1.18750 -1.20826 -0.86065

Results of the natural (NBO) charge analysis, in e, for atoms 1 through 5:
1. C -0.27
2. C -0.12
3. C 0.18
4. C -0.51
5. N -0.64